Arrangement one

C5H7N3 | the ωB97M-V functional and the def2-TZVPD basis

Geometry as ORCA input:
```
! RIJCOSX wB97M-V def2-TZVPD def2/J DEFGRID3
* xyz 0 1
C 2.6744 -0.3038 -0.0011
C 0.1938 -0.2837 -0.1378
C -1.5604 -1.5757 0.0215
C -1.0548 0.6770 -0.0087
C -0.9826 2.0081 -0.1264
H 2.3953 -1.4498 0.5159
H 3.1469 -0.6118 -0.9988
H 3.5448 0.4376 0.7315
H -2.1676 -2.4143 -0.3400
H -3.1351 0.0023 0.7248
H -0.0827 2.5748 -0.3057
H -1.9038 2.4614 0.0606
N 1.3402 0.3378 0.0161
N -0.2984 -1.5308 -0.1193
N -2.1099 -0.3290 -0.0324
*
```

**Frontier orbital gap**: 8.1 eV
**Lowest unoccupied orbital energy**: -0.2143 eV

---

Arrangement two

C5H7N3 | the ωB97M-V functional and the def2-TZVPD basis

Geometry as ORCA input:
```
! RIJCOSX wB97M-V def2-TZVPD def2/J DEFGRID3
* xyz 0 1
N 1.9863 1.6664 -0.2640
C 2.8315 0.5902 -0.0876
C 2.2172 -0.4872 0.6132
C 1.0167 -0.0370 0.8041
N -0.1048 -0.4644 1.3629
N 0.8355 1.1676 0.2662
C -1.2257 0.5565 0.8959
C -0.5347 1.6959 0.1713
H 3.8367 0.4964 -0.5720
H 2.5273 -1.5262 0.8112
H -0.1039 -1.0845 2.1595
H -1.9495 0.0310 0.2006
H -1.8275 0.8459 1.8045
H -0.8995 1.8691 -0.8766
H -0.6679 2.6180 0.6486
*
```

**Frontier orbital gap**: 8.6 eV
**Lowest unoccupied orbital energy**: 0.9073 eV
**SMILES string**: c1cc2n(n1)CCN2

---

Arrangement three

C5H7N3 | the ωB97M-V functional and the def2-TZVPD basis

Geometry as ORCA input:
```
! RIJCOSX wB97M-V def2-TZVPD def2/J DEFGRID3
* xyz 0 1
C -0.9215 0.3324 0.0033
C 1.4674 -1.0508 -0.1209
C 2.5008 -0.0982 0.1944
C -0.5029 1.7208 -0.0075
C -0.4022 2.9652 -0.0607
H -3.1157 -1.1899 0.6054
H -1.4759 -1.5590 0.4184
H -0.3069 -1.4397 -0.7214
H 1.3352 -2.4178 -0.4627
H 3.5728 -0.0739 -0.5091
H 2.3325 0.7215 0.9235
H -0.0211 4.0275 -0.2714
N -2.3681 -1.1797 -0.0418
N -2.1035 0.0872 0.0113
N 0.0091 -0.8455 0.0391
*
```

**Frontier orbital gap**: 9.0 eV
**Lowest unoccupied orbital energy**: 0.4753 eV

---

It turns out arrangement two is the most stable, with the second structure 288.5 kJ/mol higher.

---

Arrangement one

C5H7N3 | the ωB97M-V functional and the def2-TZVPD basis

Geometry as ORCA input:
```
! RIJCOSX wB97M-V def2-TZVPD def2/J DEFGRID3
* xyz 0 1
C 0.3073 0.8483 -2.9162
C -0.4028 -0.0993 0.4118
C -1.2403 -0.3484 1.4513
C -0.5751 -0.6428 2.5617
C 0.7585 -0.8139 2.1460
H 1.2914 0.8389 -3.4671
H -0.5053 0.3964 -3.6877
H -0.0364 1.8972 -2.9355
H -2.3449 -0.1147 1.3831
H -1.0063 -0.8299 3.5963
H 1.5896 -1.0509 2.7003
H 1.6486 -0.3286 0.2622
N 0.3312 0.1643 -1.5776
N -0.6496 0.4789 -0.8564
N 0.8344 -0.3954 0.9277
*
```

**Frontier orbital gap**: 8.4 eV
**Lowest unoccupied orbital energy**: 0.3025 eV
**SMILES string**: C/N=N/c1ccc[nH]1

---

Arrangement two

C5H7N3 | the ωB97M-V functional and the def2-TZVPD basis

Geometry as ORCA input:
```
! RIJCOSX wB97M-V def2-TZVPD def2/J DEFGRID3
* xyz 0 1
C -1.7614 0.0234 -0.1779
C -0.9479 -1.1552 0.2366
C 0.3832 -0.7569 -0.1394
C 2.4180 -0.1337 0.0285
C 1.6848 1.0527 0.1426
H -1.8105 0.0107 -1.3071
H -2.8922 -0.0302 0.2465
H -1.0354 -1.3578 1.3875
H -1.4496 -2.1493 -0.2073
H 3.5457 -0.2260 -0.0024
H 1.9177 2.1292 -0.1051
H -1.1331 1.9781 -0.3334
N 1.6278 -1.1922 -0.0307
N 0.3597 0.6581 -0.0290
N -0.9071 1.1489 0.2906
*
```

**Frontier orbital gap**: 9.2 eV
**Lowest unoccupied orbital energy**: 0.8449 eV
**SMILES string**: c1cn2c(n1)CCN2

---

It turns out arrangement two is the most stable, with the second structure 19.5 kJ/mol higher.

---

Arrangement one

C4H14O2S | the ωB97M-V functional and the def2-TZVPD basis

Geometry as ORCA input:
```
! RIJCOSX wB97M-V def2-TZVPD def2/J DEFGRID3
* xyz -1 2
C 2.0049 -1.4651 -0.0081
C 0.5290 -1.7440 -0.4878
C -0.2299 -0.4806 -0.8956
C -1.7687 -0.5952 -0.6688
S -2.5976 1.0992 -0.9920
H 2.1436 -1.0723 1.1126
H 2.4704 -0.5680 -0.6369
H 2.6706 -2.3522 -0.0510
H 0.5775 -2.4485 -1.4388
H -0.0743 -2.0921 0.3485
H 0.3638 0.4411 -0.4421
H -0.1519 -0.4068 -1.9423
H -2.2769 -1.2503 -1.3655
H -1.7016 -0.9734 0.3730
H -0.7209 2.2636 -1.3969
H 1.7002 1.4085 1.8225
H 0.2478 1.7298 1.8141
O 0.8523 0.9599 2.0031
H -1.7981 2.7155 1.5878
H -1.2399 2.1790 0.2048
O -1.0003 2.6519 1.0594
*
```

**Frontier orbital gap (spin up / spin down)**: 6.0 / 7.3 eV
**Lowest unoccupied orbital energy (spin up / spin down)**: 3.7472 / 3.7365 eV

---

Arrangement two

C4H14O2S | the ωB97M-V functional and the def2-TZVPD basis

Geometry as ORCA input:
```
! RIJCOSX wB97M-V def2-TZVPD def2/J DEFGRID3
* xyz -1 2
C -1.3281 -1.8082 1.8146
C -2.0861 -0.9240 0.7884
C -1.2536 0.0378 0.0136
S -0.9807 -0.5551 -1.7068
C 0.1541 0.6992 -2.3476
H -1.1558 -1.2765 2.7437
H -1.9617 -2.6553 2.0037
H -0.4726 -2.2245 1.2773
H -2.9814 -0.5702 1.3205
H -2.6210 -1.5961 0.0994
H -0.2174 0.1297 0.3719
H -1.4787 1.1066 -0.0161
H 0.7422 1.1095 -1.5363
H 0.7381 0.2080 -3.1113
H -0.4073 1.5237 -2.7679
H 1.3782 3.0317 1.1265
H 1.8365 3.2882 -0.2936
O 1.9918 2.6934 0.4612
H 2.9505 -1.3886 0.2155
H 3.6218 0.0494 -0.1068
O 3.5312 -0.8785 -0.3500
*
```

**Frontier orbital gap (spin up / spin down)**: 2.4 / 8.4 eV
**Lowest unoccupied orbital energy (spin up / spin down)**: 3.1462 / 3.0550 eV

---

It turns out arrangement two is the most stable, with the second structure 87.4 kJ/mol higher.

---

Arrangement one

C2H6N3S | the ωB97M-V functional and the def2-TZVPD basis

Geometry as ORCA input:
```
! RIJCOSX wB97M-V def2-TZVPD def2/J DEFGRID3
* xyz 1 1
C 0.2298 -0.4320 -0.3042
C 1.7208 -0.0789 -0.2544
N -0.7169 0.9232 -0.2005
N 0.0486 1.9452 0.0403
N -2.4102 0.0873 -0.2865
S 1.6863 1.6682 0.1724
H -0.1302 -0.9996 -1.1075
H -0.2871 -0.9567 0.4737
H 2.1896 -0.8005 0.4801
H 2.0586 -0.1053 -1.2065
H -2.4557 -0.8865 -0.5398
H -2.6763 0.6754 -0.9856
*
```

**Frontier orbital gap (spin up / spin down)**: 7.6 / 7.6 eV
**Lowest unoccupied orbital energy (spin up / spin down)**: -7.1277 / -7.1270 eV

---

Arrangement two

C2H6N3S | the ωB97M-V functional and the def2-TZVPD basis

Geometry as ORCA input:
```
! RIJCOSX wB97M-V def2-TZVPD def2/J DEFGRID3
* xyz 1 1
C -0.4872 1.9266 1.2580
C -0.4933 -0.3334 1.8982
N -0.8642 0.8624 1.7894
N 0.5912 0.2402 -0.4504
N -0.0580 -0.2290 -1.6312
S 0.4776 1.8182 -0.2109
H -0.7449 2.9819 1.3322
H 0.5476 -0.5563 2.1856
H -1.3224 -1.1421 1.9263
H -0.7996 -0.8534 -1.3060
H 0.6012 -0.8312 -2.0866
H -0.4058 0.5147 -2.1298
*
```

**Frontier orbital gap**: 8.1 eV
**Lowest unoccupied orbital energy**: -4.9024 eV

---

It turns out arrangement two is the most stable, with the second structure 233.7 kJ/mol higher.

---

Arrangement one

C3H9N4 | the ωB97M-V functional and the def2-TZVPD basis

Geometry as ORCA input:
```
! RIJCOSX wB97M-V def2-TZVPD def2/J DEFGRID3
* xyz 1 3
C 0.2301 -1.1188 -0.1241
C 2.9317 -0.3274 0.0382
C -2.6919 0.6455 0.2306
N 0.9577 -0.0283 -0.2231
N -1.0591 -0.9307 -0.3150
N 3.6436 0.7651 -0.1394
N -1.4957 0.2956 -0.5906
H 0.5350 -2.0293 0.3897
H 3.1719 -1.2472 0.3583
H -3.1001 1.5732 -0.1408
H -3.4032 -0.1080 -0.0962
H -2.3655 0.4390 1.2198
H -1.8334 -1.5012 0.0458
H 3.2265 1.7301 -0.2233
H 4.6967 0.5708 0.0194
H -0.7578 0.9205 -0.3655
*
```

**Frontier orbital gap (spin up / spin down)**: 6.9 / 7.6 eV
**Lowest unoccupied orbital energy (spin up / spin down)**: -3.1926 / -6.7206 eV

---

Arrangement two

C3H9N4 | the ωB97M-V functional and the def2-TZVPD basis

Geometry as ORCA input:
```
! RIJCOSX wB97M-V def2-TZVPD def2/J DEFGRID3
* xyz 1 3
C 1.4009 -0.7202 -0.4717
C 1.2389 1.5224 0.1982
C -3.2252 -0.7709 0.0551
N 0.6605 0.2569 -0.2319
N -1.4827 1.0435 -0.2218
N 2.7081 -0.8094 -0.0859
N -2.2000 0.1869 -0.0358
H 0.9569 -1.6707 -0.7964
H 1.6885 2.0913 -0.5800
H 0.3553 2.1394 0.4761
H 1.9664 1.2038 0.9898
H -4.1087 -0.1921 -0.1519
H -3.2965 -0.9980 1.0552
H -3.0432 -1.7296 -0.6493
H 3.2955 -1.6179 0.0581
H 3.0853 0.0644 0.3921
*
```

**Frontier orbital gap (spin up / spin down)**: 6.1 / 7.4 eV
**Lowest unoccupied orbital energy (spin up / spin down)**: -3.3206 / -7.8123 eV

---

Arrangement three

C3H9N4 | the ωB97M-V functional and the def2-TZVPD basis

Geometry as ORCA input:
```
! RIJCOSX wB97M-V def2-TZVPD def2/J DEFGRID3
* xyz 1 3
C 0.3655 0.2017 -0.7511
C 0.4099 1.6192 -0.5861
C 0.3254 -1.3037 0.2148
N -0.8391 -0.5199 -0.1017
N 0.9928 -1.3014 1.3327
N -1.8221 -1.1156 -0.8531
N -0.1037 2.2903 0.4547
H 0.7039 -0.2376 -1.6797
H 0.8599 2.3139 -1.3065
H 0.5896 -2.0848 -0.4768
H 1.7195 -2.0322 1.4141
H 0.7688 -0.7107 2.1668
H -2.2731 -0.2796 -1.2831
H -1.5059 -1.6884 -1.6513
H -0.0799 3.2673 0.4089
H -0.5679 1.7372 1.2405
*
```

**Frontier orbital gap (spin up / spin down)**: 7.3 / 6.9 eV
**Lowest unoccupied orbital energy (spin up / spin down)**: -2.8319 / -6.9377 eV

---

It turns out arrangement three is the most stable, with the second structure 71.0 kJ/mol higher.